(1)
Computed, not measured: a molecular structure, C25H21BrN2O2Tl at a distorted geometry, with wB97M-V/def2-TZVPD.

```
52
Properties=species:S:1:pos:R:3:forces:R:3
H -1.3509 -3.6904 -4.2086 0.1 0.5 0.0
H 1.2106 -4.5176 -3.8054 0.0 0.0 0.5
Tl 0.3110 -1.7432 -1.7581 0.0 0.2 -0.2
C -1.1496 -0.4950 -3.1485 0.2 -0.3 -0.2
H 4.2686 4.0947 2.0570 -0.1 -0.1 0.0
N -0.2181 -0.7737 0.0677 -0.2 0.3 0.8
C 0.9433 3.3118 2.0036 0.5 -0.3 -0.1
O 0.3676 -2.4148 1.7364 -0.5 1.4 -0.3
C -1.5194 1.7196 1.9593 0.0 -0.1 -0.1
H -2.7231 -2.0088 -2.5658 0.3 0.1 -0.4
C -0.2861 0.6171 0.0133 0.0 -2.3 1.8
C -0.0014 -1.9179 -4.5814 -0.8 0.3 0.2
H 2.3129 -2.6968 0.0435 -0.2 -0.5 -0.4
H -0.8342 -4.9710 -2.0261 0.7 0.1 0.1
C -1.8491 -1.7643 -3.1791 0.5 -0.5 -0.3
Br 2.3576 -0.1625 -1.8436 1.4 0.9 -0.1
H 0.8267 -2.3425 -5.1623 -0.6 0.2 0.2
C -1.1358 -2.6284 -4.0605 0.2 0.5 -0.3
C -3.8752 2.8637 2.9930 0.5 -0.3 -0.3
H -4.7773 3.3228 3.3898 0.1 -0.1 -0.1
C -1.6200 2.0211 3.3274 -0.4 0.3 -0.2
H -0.0387 3.7566 2.1642 0.3 0.0 -0.1
H -0.1027 -3.8999 0.3431 0.3 -0.2 -0.4
C -0.2042 1.0856 1.4683 -0.2 0.2 1.1
H 0.7206 0.1875 -4.2060 -0.3 -0.4 0.1
C -2.6234 1.9282 1.1207 0.0 0.4 0.4
N -0.0311 -0.1790 2.1698 0.2 -0.6 -0.1
C 2.1112 4.0702 2.1562 0.0 -0.4 -0.1
C 1.2161 -4.2782 -2.7372 0.0 -0.3 0.6
C 3.4548 2.1457 1.5813 -0.4 0.0 0.1
C 1.0363 1.9595 1.6555 0.1 0.3 0.1
C -3.7908 2.5184 1.6362 0.4 -0.2 0.4
H -2.8233 2.8642 4.8945 -0.1 -0.1 -0.2
C 0.1478 -4.5279 -1.8130 0.7 0.1 -0.1
C 1.7852 -3.2804 -0.7190 0.0 -0.3 -0.5
H 4.4222 1.6791 1.4011 -0.2 0.1 0.0
C 2.2204 -3.5148 -2.0765 -0.4 -0.6 0.0
H 0.0808 -0.3037 3.1533 0.1 0.3 0.4
C -2.7839 2.6057 3.8368 0.1 -0.2 -0.3
O -0.4062 1.3192 -0.9480 -0.2 0.7 -0.4
H -4.6269 2.7095 0.9664 0.1 -0.1 0.2
H 2.3861 0.3274 1.1546 -0.1 0.4 0.1
H 2.0137 5.1121 2.4376 0.1 0.0 0.0
H 3.1123 -3.0674 -2.5237 -0.4 -0.3 0.2
C 0.0815 -1.2834 1.3572 -0.5 1.4 -0.3
C 0.4953 -3.9207 -0.5656 -0.3 -0.5 -0.7
C 3.3699 3.4944 1.9426 -0.5 -0.1 0.0
H -1.4271 0.3864 -2.5693 0.1 -0.4 -0.5
C -0.0143 -0.6011 -4.0360 -0.5 -0.6 -0.6
H -2.5638 1.6738 0.0606 0.0 0.1 0.4
H -0.7707 1.8333 3.9923 -0.3 0.1 -0.2
C 2.2950 1.3759 1.4501 0.2 0.4 0.0
```
Positions in Å, forces in eV/Å.

The LUMO energy comes out at 2.556 eV. Its total charge is -1. The calculation puts the frontier orbital gap at 7.054 eV. For the energy relative to the best compared isomer or geometry (same formula, charge and spin), the calculation gives 19.16 kJ/mol.

(2)
Computed, not measured: a molecular structure, C25H21CaCl3NO9S2, with wB97M-V/def2-TZVPD.

```
62
Properties=species:S:1:pos:R:3:forces:R:3
N -2.7052 1.2574 -0.2964 0.0 -0.2 -0.1
O 0.9691 -1.8180 -0.7674 -0.1 0.0 0.0
H 0.0619 2.1643 -6.0233 0.0 0.0 0.0
C 1.5356 -1.6659 2.2552 0.0 0.0 0.0
H 1.3961 -0.7404 1.7105 0.0 0.0 0.0
H 1.3125 4.0547 -5.0282 0.0 0.0 0.0
C 3.7742 -1.0042 -0.2159 0.0 0.0 0.0
O -0.5904 2.9146 -0.4162 -0.1 0.0 0.1
H 1.3099 -0.7541 4.1746 0.0 0.0 0.0
C 1.7294 -2.8629 1.5797 0.0 0.0 0.0
H 0.2027 0.0669 -2.3321 0.2 0.0 0.0
C 0.3851 2.1177 -4.9914 0.0 0.0 0.0
C 1.8571 -4.0614 2.2649 0.0 0.0 0.0
O -6.4571 2.7546 0.4881 0.0 0.1 0.0
H 3.2005 -0.6537 0.6421 0.0 0.0 0.0
H -0.5133 0.1992 -4.6238 0.0 0.0 0.0
C 3.4743 -0.1089 -1.4224 0.0 0.0 0.0
H -4.1110 4.0773 0.7878 0.0 0.0 0.0
H 4.2364 -0.2715 -2.1896 0.0 0.0 0.0
C -5.2065 2.2796 0.2281 0.2 0.1 0.0
O -1.3499 -2.0501 1.3013 0.0 0.2 0.0
C 1.6380 -2.8702 4.3354 0.0 0.0 0.0
H -5.9298 0.3560 -0.4439 0.0 0.0 0.0
H 3.7058 -2.7682 -1.4961 0.0 0.0 0.0
H 2.5212 -0.3997 -1.8598 0.0 0.0 0.0
H 4.8281 -0.8943 0.0566 0.0 0.0 0.0
C -5.0762 0.9918 -0.2617 0.0 -0.1 0.0
O -1.6410 4.4127 0.9002 -0.1 0.0 0.1
C 1.4835 3.1259 -3.1082 0.0 0.0 0.1
C -2.2797 -1.1382 3.2984 0.0 -0.1 -0.1
O -4.5431 -1.6236 -1.1437 0.0 0.0 -0.1
C -1.6625 -2.3616 2.4786 0.1 0.1 0.0
C -1.5617 3.3686 0.2438 0.1 0.0 -0.2
S 1.7558 -2.9611 -0.2014 0.0 0.0 0.0
C 3.4460 1.3710 -1.0404 0.0 0.0 0.1
Cl -3.9778 -0.9844 2.8094 0.0 0.0 0.0
Ca -0.8419 -0.3462 -0.1355 -0.2 0.0 0.1
H 1.9465 -4.9906 1.7146 0.0 0.0 0.0
Cl -1.4323 0.3874 2.8981 0.0 0.1 0.0
C 0.4733 0.9527 -2.8880 0.0 0.0 -0.1
H 1.9914 3.9670 -2.6503 0.0 0.0 0.0
C 1.0903 3.1771 -4.4349 0.0 0.0 0.0
C 1.4913 -1.6770 3.6397 0.0 0.0 0.0
S 1.7894 2.0356 -0.6556 -0.1 0.1 0.1
C -2.8335 2.5090 0.1387 0.0 0.1 0.1
H 4.0667 -3.1432 0.1934 0.0 0.0 0.0
O -2.4133 -1.0565 -1.6320 -0.1 0.1 0.4
C -3.7991 0.5251 -0.5177 0.0 0.1 0.0
C -4.0684 3.0582 0.4221 -0.2 0.0 0.0
C 1.8227 -4.0613 3.6508 0.0 0.0 0.0
H 1.5706 -2.8723 5.4153 0.0 0.0 0.0
C 0.0705 1.0133 -4.2153 -0.1 0.0 0.0
H 3.8415 2.0277 -1.8166 0.0 0.0 0.0
O -1.5929 -3.4241 3.0637 0.0 0.0 0.0
C 1.1909 2.0056 -2.3444 -0.1 -0.1 0.0
O 1.1465 0.9183 0.1192 0.2 -0.2 -0.1
H 4.0212 1.5532 -0.1279 0.0 0.0 0.0
H -6.3745 3.6499 0.8371 0.0 -0.1 0.0
C 3.4923 -2.4866 -0.4618 0.0 0.1 -0.1
C -3.5826 -0.8619 -1.1439 -0.1 -0.1 -0.2
Cl -2.1782 -1.3847 5.0466 0.0 0.0 0.0
H 1.8932 -4.9956 4.1914 0.0 0.0 0.0
```
Positions in Å, forces in eV/Å.

The LUMO energy comes out at 2.035 eV. Its total charge is -1. The calculation puts the frontier orbital gap at 7.801 eV. For the energy relative to the best compared isomer or geometry (same formula, charge and spin), the calculation gives 75.56 kJ/mol.

(3)
Computed, not measured: a molecular structure, C25H21Cl2N3O2SbTi at a distorted geometry, with wB97M-V/def2-TZVPD.

```
55
Properties=species:S:1:pos:R:3:forces:R:3
H -0.6409 3.4744 3.5987 -0.2 0.1 -0.2
H -2.7342 2.9212 -1.2090 0.1 0.2 0.0
N 1.9713 0.0667 0.2603 0.6 0.3 0.0
C 0.3436 -0.7947 3.2579 0.2 -0.9 0.6
C -2.4605 -3.6241 -0.6118 0.6 0.5 0.1
H 0.1769 -4.8559 1.0717 0.2 0.2 0.1
C 3.6143 -1.6391 0.6145 0.4 1.5 -0.7
C 4.5337 -0.8695 -0.1187 0.5 -0.6 -0.1
N -1.2009 -1.8495 0.4340 -0.2 0.2 -0.1
H -2.7370 -0.5348 -1.4234 0.0 -0.2 -0.3
H 1.8703 1.7583 -2.0503 -0.1 0.0 -0.4
H -2.5134 3.3793 -3.4973 -0.1 0.2 0.3
H -0.5426 2.1655 5.4478 0.0 -0.2 -0.2
C -1.2546 2.4110 -4.8573 -0.1 -0.4 1.0
C 4.1911 0.3502 -0.6777 -1.4 -0.7 0.8
H 0.3686 2.9626 2.2007 -0.2 0.1 0.3
H 0.0585 1.1043 -5.9729 0.0 0.1 0.2
N 0.0097 0.3449 2.6476 -0.1 0.5 0.3
C -3.2241 -1.2710 -0.7829 -0.2 0.6 0.4
Sb 1.2817 -2.3187 2.1645 0.3 -0.5 0.4
H 0.5480 -1.9853 5.0658 0.2 -0.3 0.0
C 0.3025 -1.0365 4.6320 -0.6 1.9 -0.4
Cl 1.0604 -0.7844 -4.3244 -0.1 0.1 0.5
H 1.5568 2.4363 -0.4549 -0.1 0.1 -0.1
C -1.5295 -4.5175 -0.1351 -0.2 -1.2 -0.2
C 2.3260 2.0128 -1.1061 -0.4 -0.2 0.6
H -0.1165 -0.0605 6.5121 0.0 0.1 -0.4
H -1.5908 -5.5741 -0.3949 -0.1 0.2 0.1
O -1.6179 1.6741 -0.1182 0.4 -0.2 0.9
C -2.2429 -2.2836 -0.2977 -0.7 0.2 -0.3
C -0.3347 -2.7457 0.9064 -0.3 -1.2 0.2
C -0.5607 0.6698 -2.6104 0.7 0.2 -0.9
H -4.0714 -1.7405 -1.2971 0.3 0.2 0.1
H 5.5383 -1.2679 -0.2583 -0.1 0.2 0.0
H -3.5880 -0.6831 0.0751 -0.1 -0.3 -0.2
C -1.7966 2.5848 -3.6150 -0.1 0.1 0.0
C -0.4958 2.7121 2.8404 0.4 0.3 -1.3
C -1.9481 2.1589 -1.2108 -0.3 -0.2 -0.7
H 3.9005 -2.5700 1.0743 0.1 -0.1 0.0
H 3.0895 2.7521 -1.2451 0.4 0.3 -0.2
C -0.3378 1.2941 4.8308 0.5 -1.2 0.0
C -0.2725 1.3991 3.4365 0.0 -0.3 1.3
Cl -1.6346 3.4641 -6.1701 0.0 -0.2 0.0
C -0.4913 -4.1027 0.6804 -0.3 0.1 -0.6
C -0.0732 0.0548 5.4234 -0.1 0.0 0.4
H -1.3202 2.6144 2.1422 -0.4 0.4 0.0
C -1.4461 1.7755 -2.4899 -0.2 0.4 0.0
C 2.3546 -1.0952 0.7942 0.7 -0.8 0.5
C -0.3733 1.3307 -4.9994 0.3 -0.3 -0.3
C 2.8499 0.7701 -0.4759 0.8 0.1 -0.4
H -3.3062 -3.8987 -1.2432 0.3 0.0 0.3
Ti -0.1948 0.1274 0.3865 -0.5 0.3 -1.1
O -0.1730 -0.0920 -1.6599 -0.2 0.1 0.1
H 4.9196 0.9098 -1.2479 -0.2 0.2 0.0
C -0.0415 0.5158 -3.9426 0.0 -0.3 -0.5
```
Positions in Å, forces in eV/Å.

The LUMO energy (spin up / spin down) comes out at -2.899 / -3.039 eV. Its total charge is +1. The calculation puts the frontier orbital gap (spin up / spin down) at 6.260 / 7.604 eV. The spin multiplicity is 3.

(4)
Computed, not measured: a molecular structure, C25H21F2IMnNO2P at a distorted geometry, with wB97M-V/def2-TZVPD.

```
54
Properties=species:S:1:pos:R:3:forces:R:3
H 2.1425 -0.3112 -3.0442 -0.2 -0.5 0.4
C -0.9202 -2.8357 2.8854 0.6 0.4 -0.9
H 0.5730 -2.8899 -0.1894 0.0 0.2 1.0
H -2.6921 4.1191 0.7757 0.2 -1.0 -0.5
H -1.8311 -1.5092 4.9976 -0.1 0.4 -0.5
C -1.0608 0.8010 1.9818 0.4 0.3 -0.8
C -1.7729 0.5167 4.2928 0.0 0.9 0.2
O -2.2683 0.9126 -0.9069 0.1 0.1 -0.3
H -4.6278 2.9588 -0.4363 -0.1 0.2 0.0
O -4.2619 1.0327 -1.9883 1.4 0.4 0.3
F -0.2779 2.2429 -2.6848 0.2 1.1 0.6
C -0.2617 -3.3515 1.7813 -0.2 0.7 0.2
C -0.8299 -0.5810 1.8813 0.3 -0.2 0.9
C -3.3227 1.4976 -1.3163 -1.7 0.0 0.5
P 0.5863 0.0057 -0.4256 -0.9 0.9 0.4
C 3.0499 -1.2499 -0.3262 0.2 0.9 0.8
H 4.9427 -2.2176 -0.2880 0.0 0.0 0.2
C -3.5756 2.9219 -0.7031 0.9 0.3 -1.4
I 0.8546 3.4584 1.9743 0.0 0.8 -0.1
H -1.6695 -1.3459 -1.4098 0.6 -0.7 -0.8
C -0.0472 -2.6292 -4.1470 -1.6 -1.4 -1.7
C -0.1142 -1.1147 0.7986 0.2 -1.9 -0.2
C 3.0064 1.0444 0.4857 -0.2 -0.6 -0.6
H -3.0549 2.5677 1.2108 0.4 0.5 -0.4
F -0.5762 4.0490 -1.2612 -0.3 0.7 -1.3
H 1.7883 -1.8617 -4.8544 0.3 -0.2 -0.1
H -2.0403 -2.8594 -3.4223 -0.1 -0.4 0.3
C -1.1338 -1.4114 2.9942 0.3 -1.5 -1.1
Mn -0.8053 1.9465 0.2605 0.9 0.0 -0.6
H -1.2685 -3.5221 3.6432 0.0 0.1 0.3
H 1.1525 3.0813 -1.4713 -0.4 -0.1 -0.4
C -1.3941 1.3057 3.2005 -0.9 1.6 -0.3
C 2.3560 -0.0722 -0.0740 0.2 0.3 0.1
C 0.0717 2.8491 -1.4689 0.1 -1.1 1.2
H 2.5024 -2.1017 -0.6456 -0.1 -0.6 -0.4
C 0.3170 -0.8866 -1.9804 0.8 -0.7 -0.3
H -0.0304 -4.4073 1.6641 -0.3 0.1 0.2
H 2.4214 1.9381 0.7364 0.5 -0.4 -0.2
C 4.3990 -1.3093 -0.0411 0.8 -0.1 -0.6
H -1.4069 2.4146 3.2561 -0.2 -0.8 0.4
C 1.2904 -0.9989 -2.9750 -0.2 0.2 -0.5
C 5.1141 -0.1891 0.3853 -1.0 0.5 0.7
H 4.8530 1.9251 1.0180 0.1 -0.7 0.1
C -1.0535 -2.4860 -3.2004 -0.2 0.8 -0.1
H 6.1851 -0.2992 0.5765 -0.4 0.3 -0.1
C 1.0840 -1.8893 -4.0390 1.2 1.3 0.1
H -2.1605 1.0554 5.1844 0.4 -0.9 -0.5
C -1.6345 -0.8281 4.1471 -0.7 -0.9 2.3
C 0.1673 -2.4700 0.7588 -0.4 -0.1 -0.9
N -2.6703 3.1360 0.4302 -0.8 0.3 1.6
H -0.2746 -3.2254 -5.1030 0.6 0.8 1.6
C -0.8631 -1.6188 -2.1349 -1.0 0.6 0.9
C 4.3812 0.9867 0.6934 0.6 0.0 -0.3
H -3.3381 3.7054 -1.4763 -0.4 -0.8 0.6
```
Positions in Å, forces in eV/Å.

The LUMO energy (spin up / spin down) comes out at 2.605 / 2.715 eV. Its total charge is -1. The calculation puts the frontier orbital gap (spin up / spin down) at 7.019 / 7.519 eV. The spin multiplicity is 5. For the energy relative to the best compared isomer or geometry (same formula, charge and spin), the calculation gives 0.00 kJ/mol.

Question: Look up the total charge of the first one.
Answer: -1

Question: total charge of number 2 (C25H21CaCl3NO9S2)?
Answer: -1